The following is a quantum chemistry calculation of a structure of composition C29H49BrClN6O5W at a distorted geometry, from the Open Molecules 2025 dataset.

Last column: Löwdin charge in e.
Element x y z (Å)
W -0.43472 0.28203 -0.32226  1.59
C -0.33952 -2.61307 -1.63336  -0.12
N -0.25782 -1.21667 -2.12256  -0.32
C 1.07868 -1.07557 -2.72786  -0.09
C -1.32302 -1.11177 -3.17156  -0.15
C -1.19562 -0.00877 -4.23436  -0.19
N -1.80452 1.25753 -3.86666  -0.28
C -3.24192 1.23563 -4.07806  -0.08
C -1.19492 2.34103 -4.61986  -0.09
H 0.05258 -3.30647 -2.38746  0.11
H -1.37222 -2.89197 -1.42726  0.04
H 0.23808 -2.73917 -0.71516  0.05
H 1.18058 -1.71857 -3.60796  0.11
H 1.83098 -1.36647 -1.99586  0.08
H 1.25748 -0.03877 -2.99336  0.05
H -2.28182 -1.01117 -2.64996  0.12
H -1.32582 -2.06157 -3.72636  0.13
H -1.65672 -0.39807 -5.16056  0.13
H -0.14632 0.17483 -4.45966  0.10
H -3.50932 1.03123 -5.12546  0.10
H -3.65252 2.20293 -3.79636  0.08
H -3.70272 0.47223 -3.45396  0.08
H -1.72072 3.26863 -4.41016  0.08
H -1.22692 2.17203 -5.70476  0.09
H -0.15472 2.44863 -4.31416  0.08
C -2.26142 4.22473 3.66584  -0.03
O -1.54452 3.97333 2.45624  0.02
C -1.28072 2.74283 2.06094  -0.54
O -0.67352 2.52583 1.02174  0.01
N -1.69432 1.69313 2.81814  0.05
N -1.50822 0.42323 2.24184  0.05
H -2.36072 5.30613 3.72104  0.10
H -1.69482 3.88253 4.53544  0.10
H -3.25642 3.77273 3.64124  0.10
H -2.10962 1.78233 3.73624  0.14
H -2.38852 -0.09417 2.27184  0.10
H -0.76482 -0.10997 2.71194  0.07
C 2.98268 1.69513 -2.20466  -0.04
C 2.12648 2.00983 -0.96026  -0.68
C 1.79768 3.51783 -0.94266  -0.04
C 2.92998 1.66533 0.31414  -0.03
N 0.93058 1.26053 -0.90596  -0.15
H 3.77958 2.42823 -2.29856  0.09
H 2.37768 1.74193 -3.10946  0.07
H 3.43008 0.70783 -2.11906  0.08
H 2.70918 4.08293 -0.76656  0.09
H 1.08408 3.71803 -0.14616  0.07
H 1.36948 3.83603 -1.89126  0.08
H 3.88698 2.17983 0.32654  0.09
H 3.10518 0.59173 0.36224  0.07
H 2.35328 1.96843 1.18654  0.08
Cl -2.14222 -4.47537 0.49014  0.63
C -2.45122 -3.08817 1.56434  -0.46
C -2.82832 -1.83207 0.75034  -0.71
O -3.99032 -1.46577 0.72124  0.05
O -1.86612 -1.21417 0.17984  -0.25
H -1.54002 -2.92227 2.14194  0.07
H -3.29022 -3.35277 2.20704  0.08
C 4.41748 -4.51037 5.08184  -0.03
C 3.64458 -3.76967 4.04104  -0.23
C 2.93968 -2.60907 4.33174  0.01
C 2.24308 -1.90757 3.36514  -0.17
C 1.55208 -0.63377 3.76164  -0.03
C 2.23998 -2.36247 2.02124  -0.10
C 1.64338 -1.65487 0.94574  -0.10
O 0.66738 -0.78277 0.99064  -0.25
C 2.93708 -3.57447 1.73254  -0.19
C 2.88728 -4.17957 0.36304  -0.03
C 3.61328 -4.23817 2.72864  0.01
H 4.34378 -4.02527 6.05194  0.08
H 5.46768 -4.56937 4.79524  0.09
H 4.04598 -5.53097 5.17274  0.09
H 2.94838 -2.22757 5.34304  0.12
H 2.09528 -0.15377 4.57404  0.09
H 0.54528 -0.85957 4.12664  0.09
H 1.49038 0.06053 2.92294  0.07
H 2.07258 -1.84247 -0.04506  0.10
H 3.43748 -3.57447 -0.35676  0.09
H 1.85528 -4.28217 0.02904  0.08
H 3.33638 -5.16777 0.38044  0.09
H 4.12748 -5.15797 2.49104  0.13
Br -6.01012 1.84923 -0.18146  0.78
C -4.23322 2.25973 -0.71856  -0.66
C -3.90552 3.55673 -1.10266  -0.09
C -2.58552 3.75743 -1.50806  -0.04
C -1.68342 2.72383 -1.47826  -0.16
N -1.98442 1.45833 -1.05576  -0.10
C -3.28822 1.25363 -0.71756  -0.17
H -4.63652 4.34903 -1.09626  0.11
H -2.28152 4.73223 -1.85216  0.12
H -0.65742 2.85843 -1.78386  0.08
H -3.59852 0.25053 -0.43106  0.08

Forces on atoms 1 to 3 (eV/Å):
W 1.26 1.41 -1.55
C -0.14 -0.32 0.09
N 0.11 0.02 0.41

The value obtained for the frontier orbital gap (spin up / spin down) is 0.1916 / 0.1921 hartree. The LUMO energy (spin up / spin down) is -3.60 / -3.60 eV. The calculation puts the highest occupied orbital energy (spin up / spin down) at -0.3240 / -0.3243 hartree. Its energy above the lowest of the compared OMol25 structures with the same formula, charge and spin is 2.040 eV. The total charge is +1.

***

The following is a quantum chemistry calculation of a cluster of 3 separate species, C29H49ClFNO8 in total at a distorted geometry, from the Open Molecules 2025 dataset.

Last column: Löwdin charge in e.
Element x y z (Å)
C -5.96591 6.18146 0.40886  -0.12
C -5.68247 5.64510 -1.07324  -0.24
C -5.36443 4.08241 -1.03448  -0.20
C -3.83480 3.88101 -1.42970  -0.22
C -2.86450 3.93322 -0.19486  -0.21
C -2.52571 5.38862 0.33100  -0.20
C -1.01363 5.62994 0.70947  -0.20
C -0.66801 5.24134 2.22266  -0.14
C -0.71042 3.66436 2.30687  -0.15
N 0.30778 3.06027 3.21557  0.02
C 0.15851 1.63311 2.89182  -0.36
O -0.59717 0.91588 3.47719  0.14
C 1.17182 1.31289 1.75287  -0.05
C 1.23275 0.24192 0.78486  0.03
C 2.35144 0.30054 -0.17786  -0.04
C 3.32858 1.37474 -0.07480  -0.50
Cl 4.71207 1.42698 -1.22756  0.63
C 3.25746 2.45684 0.91933  -0.19
F 4.17295 3.44960 1.00653  0.07
C 2.13915 2.42929 1.83314  0.04
C 1.69112 3.38899 2.97722  -0.34
O 2.34678 4.19070 3.56960  0.16
H -7.05532 6.44675 0.46324  0.07
H -5.30813 7.07487 0.56398  0.06
H -5.74495 5.38016 1.15799  0.06
H -4.79899 6.15171 -1.53899  0.08
H -6.61758 5.77888 -1.67585  0.10
H -5.55309 3.59850 -0.04550  0.10
H -5.98242 3.60346 -1.84691  0.10
H -3.49182 4.55523 -2.25391  0.11
H -3.76544 2.82977 -1.84248  0.10
H -1.88629 3.48026 -0.54037  0.10
H -3.19466 3.30192 0.67332  0.11
H -3.23627 5.67500 1.15225  0.10
H -2.75639 6.09342 -0.52298  0.10
H -0.39156 4.98588 0.02435  0.11
H -0.75539 6.70825 0.50535  0.11
H 0.32449 5.69652 2.45767  0.11
H -1.47912 5.69434 2.85913  0.12
H -1.71767 3.39449 2.73527  0.14
H -0.66612 3.26720 1.25850  0.11
H 0.45358 -0.54796 0.77138  0.11
H 2.42403 -0.48575 -0.96803  0.10
C -1.31892 -4.16592 -5.09935  -0.11
O 0.08276 -4.10777 -4.93400  -0.21
C 0.77496 -4.81215 -5.95706  -0.20
C 2.19350 -4.28623 -6.09860  -0.18
O 2.27389 -3.06834 -6.83548  -0.13
C 1.81628 -1.89606 -6.16534  -0.18
C 2.75892 -1.42183 -5.07182  -0.20
O 2.57476 -2.19004 -3.88942  -0.21
C 3.69937 -2.13767 -3.03632  -0.11
H -1.67048 -5.20182 -5.05088  0.09
H -1.77962 -3.59707 -4.29160  0.09
H -1.61183 -3.71122 -6.05193  0.09
H 0.25202 -4.71144 -6.91485  0.13
H 0.80451 -5.87083 -5.67001  0.13
H 2.76250 -5.01343 -6.68393  0.13
H 2.69242 -4.19681 -5.13245  0.12
H 0.79762 -2.02490 -5.79754  0.12
H 1.78131 -1.12163 -6.93641  0.13
H 2.53700 -0.37494 -4.82657  0.13
H 3.79419 -1.50118 -5.42263  0.13
H 4.58457 -2.53445 -3.54379  0.09
H 3.49476 -2.76008 -2.16440  0.09
H 3.88073 -1.11038 -2.70194  0.05
C 0.36695 -6.95641 3.86096  -0.11
O 1.04042 -5.76224 4.20029  -0.20
C 2.24985 -5.60056 3.47131  -0.20
C 2.64212 -4.13381 3.41076  -0.18
O 1.91390 -3.39406 2.43347  -0.14
C 0.55287 -3.10422 2.74943  -0.17
C 0.39713 -2.04212 3.82524  -0.21
O 0.59232 -2.60923 5.11380  -0.20
C 0.93627 -1.63587 6.07837  -0.10
H 0.98597 -7.82866 4.09594  0.09
H -0.55155 -7.00560 4.44585  0.09
H 0.09970 -6.95731 2.79852  0.09
H 2.14030 -5.99066 2.45290  0.13
H 3.03123 -6.16668 3.99399  0.13
H 3.68648 -4.08030 3.09142  0.13
H 2.58512 -3.65656 4.39019  0.12
H 0.00276 -4.01406 2.99235  0.12
H 0.12308 -2.70959 1.82389  0.11
H -0.61953 -1.63474 3.79231  0.12
H 1.11739 -1.23497 3.64870  0.11
H 1.86967 -1.13408 5.80123  0.09
H 1.08732 -2.14176 7.03194  0.09
H 0.13083 -0.90241 6.19158  0.09

Forces on atoms 1 to 3 (eV/Å):
C 0.10 0.11 -1.22
C -0.53 -1.08 1.32
C 0.98 0.98 -1.68

The value obtained for the frontier orbital gap is 0.3086 hartree. The LUMO energy is -0.77 eV. The calculation puts the highest occupied orbital energy at -0.3368 hartree. As for the structure (SMILES): CCCCCCCCCN1C(=O)c2ccc(Cl)c(F)c2C1=O.COCCOCCOC.COCCOCCOC.